The following is a DFT calculation (ωB97M-V/def2-TZVPD) of C36H33AsN3O8PPtS as an isolated structure.

```
84
Properties=species:S:1:pos:R:3
Pt 1.805 0.184 -0.271
O 3.998 -1.047 -1.527
N 3.721 -0.542 -0.263
C 4.707 0.149 0.197
C 4.720 0.753 1.518
C 5.944 1.314 1.910
C 6.118 1.885 3.152
C 5.059 1.914 4.050
C 3.837 1.385 3.678
C 3.636 0.806 2.425
P 1.966 0.228 1.978
C 0.801 1.355 2.812
C 0.166 2.283 1.984
C -0.743 3.191 2.510
C -1.028 3.182 3.867
C -0.392 2.271 4.702
C 0.517 1.364 4.179
C 1.812 -1.404 2.771
C 0.716 -1.794 3.535
C 0.647 -3.078 4.063
C 1.665 -3.987 3.822
C 2.748 -3.616 3.035
C 2.822 -2.336 2.512
H 3.222 -1.593 -1.727
H 5.596 0.235 -0.421
H 6.770 1.286 1.208
H 7.076 2.311 3.425
H 5.185 2.350 5.033
H 3.013 1.435 4.377
H 0.382 2.285 0.922
H -1.234 3.899 1.853
H -1.744 3.884 4.277
H -0.604 2.267 5.764
H 1.006 0.666 4.848
H -0.105 -1.109 3.697
H -0.204 -3.366 4.667
H 1.613 -4.984 4.243
H 3.531 -4.331 2.817
H 3.661 -2.052 1.888
O -1.888 2.964 -2.463
As 0.562 1.664 -2.681
O 1.182 -0.042 -3.235
O 1.857 2.080 -1.784
C 0.638 -0.669 -4.291
C 0.727 -0.163 -5.588
C 0.153 -0.854 -6.644
C -0.517 -2.056 -6.442
C -0.639 -2.561 -5.159
C -0.058 -1.878 -4.103
S -0.435 -2.318 -2.444
O -1.297 -3.460 -2.440
O -1.291 -1.037 -2.125
O 0.737 -2.389 -1.611
H -2.508 3.657 -2.206
H 1.255 0.770 -5.747
H 0.230 -0.449 -7.646
H -0.958 -2.581 -7.279
H -1.185 -3.475 -4.955
C -4.333 -1.398 -0.590
N -3.445 -0.428 0.087
N -2.683 0.346 -0.839
C -1.314 -0.134 -0.895
O -0.361 0.838 -1.008
C -1.254 -0.950 0.361
C -2.471 -1.107 0.857
C -2.919 -1.884 2.049
C -3.358 1.233 -1.640
C -2.688 1.815 -2.850
C -3.677 2.240 -3.890
C -4.947 2.555 -3.559
C -5.423 2.345 -2.231
C -4.638 1.661 -1.309
H -5.017 -0.872 -1.249
H -4.914 -1.909 0.177
H -3.760 -2.130 -1.169
H -0.326 -1.360 0.727
H -2.085 -2.019 2.737
H -3.284 -2.874 1.764
H -3.724 -1.352 2.559
H -1.973 1.106 -3.270
H -3.295 2.402 -4.892
H -5.622 2.962 -4.304
H -6.420 2.663 -1.955
H -5.036 1.408 -0.336
```

Computed properties:
- energy above the lowest of the compared OMol25 structures with the same formula, charge and spin (kcal per mole) = 67.3
- LUMO level (spin up / spin down) (eV) = -0.2 / -0.5
- <S²> = 2.049
- HOMO-LUMO gap (spin up / spin down) (eV) = 6.2 / 7.3
- HOMO (spin up / spin down) (hartree) = -0.2383 / -0.2868
- total charge = 0
- total energy (a.u.) = -5252.3073
- spin multiplicity = 3